{"formula": "C31H38Cl2N2O4S4SiTl", "method": "the ωB97M-V functional and the def2-TZVPD basis", "charge": 1, "gap_ev": 8.088, "e_above_lowest_kj_mol": 0.0, "lumo_ev": -2.9407, "homo_ev": -11.0, "symbols": ["C", "C", "H", "C", "H", "C", "C", "H", "H", "C", "H", "C", "H", "C", "C", "H", "C", "H", "H", "H", "H", "H", "O", "C", "S", "C", "N", "C", "H", "H", "H", "H", "H", "H", "H", "C", "H", "O", "C", "C", "N", "C", "C", "H", "C", "H", "C", "H", "H", "H", "H", "C", "Cl", "O", "C", "Tl", "H", "C", "C", "H", "H", "H", "O", "H", "C", "C", "H", "C", "C", "H", "H", "Cl", "S", "C", "H", "S", "H", "C", "H", "H", "C", "S", "Si"], "coordinates": [[-5.130708, 0.781004, 0.933977], [-1.211371, -1.376667, -3.420211], [0.338846, -4.144203, -2.912580], [-1.559608, 3.007780, 3.226495], [4.414831, -0.952030, -6.495544], [2.736341, -1.286293, -5.203767], [1.573952, -0.758749, -4.630025], [0.319306, 0.991945, -4.534143], [-2.602178, -5.547948, -0.709133], [2.483465, -0.963448, 3.571449], [5.637166, 0.631477, 4.973816], [1.009043, -2.460502, 1.581260], [3.038977, -2.302154, -4.980338], [0.317032, -4.675067, 0.743465], [-2.982961, 3.811716, -0.976585], [-5.735570, 0.454517, 0.087175], [3.400650, -0.146797, 4.214024], [-1.400307, -0.303548, -3.359907], [-5.306591, 2.882641, 0.538032], [1.692769, 2.320883, -6.071160], [-4.724885, -0.713232, 3.522080], [1.273870, -5.061193, 1.065966], [4.402323, 3.304356, 4.407236], [-0.505866, 3.658014, 2.337327], [-0.702012, 3.382329, 0.559459], [-3.232911, 0.815571, 3.649246], [0.786994, -1.232764, 1.805367], [1.212388, 0.550993, -4.960185], [3.748211, 1.362450, -7.044320], [-2.840528, 4.325968, 1.112121], [-0.479482, 4.730343, 2.537404], [-3.095107, -1.316588, 3.297073], [-1.365085, 3.282535, 4.263886], [-5.803037, 0.855212, 1.790707], [3.009820, 2.683915, 2.417104], [2.303012, -1.176547, -1.326064], [-3.232011, 0.729004, 4.736735], [5.580503, 1.580297, 5.136055], [1.759293, -0.469639, 2.492144], [-1.831166, -4.947119, -0.247992], [-1.143261, -2.791390, 0.526076], [4.534367, 2.116143, 4.474627], [-2.039103, -3.587830, -0.042298], [-0.423655, -6.550403, -0.000782], [2.955464, 0.163341, -1.706134], [-1.676053, -1.743598, -4.335871], [2.854901, 1.659068, 2.727222], [-1.706933, -1.861037, -2.576306], [-3.892884, 1.645195, 3.392702], [-2.370834, 3.860432, -1.878662], [1.372043, 1.230229, 1.246811], [0.015799, -3.332835, 0.919686], [1.826386, 1.526452, -1.488853], [1.085611, -1.348700, -1.837781], [1.986960, 1.309876, -5.823943], [-1.034573, 0.013702, 0.054408], [-3.858386, 2.441685, 1.458349], [-4.509720, 2.141472, 0.639741], [3.518282, -0.528860, -6.063475], [1.953811, -2.938311, 1.850610], [3.923144, -0.539014, 5.078279], [-1.935121, 5.373270, 0.035290], [2.835803, -1.978627, -0.619267], [2.304239, -1.963614, 3.941590], [-0.627117, -5.499143, 0.148148], [1.938502, 0.849877, 2.087665], [0.791780, -3.932479, -4.610103], [3.142202, 0.770443, -6.371618], [-3.761717, -0.484355, 3.061797], [-2.968518, -3.120505, -0.349698], [-3.843863, 4.461139, -1.146479], [4.439675, 0.430182, -0.812906], [-3.552827, 2.095922, -0.893530], [-2.207671, 4.334034, 0.226159], [0.486381, 3.274449, 2.578714], [-3.961163, -0.563231, 1.263980], [2.006802, -3.780494, -3.337791], [0.967365, -3.570897, -3.596787], [-2.558124, 3.369774, 2.975752], [3.199654, 0.141396, -2.768176], [3.597245, 1.164324, 3.794669], [-1.558505, 1.201522, 3.072579], [0.596200, -1.767063, -3.422043]], "forces_ev_per_a": [[-0.03, 0.04, 0.00], [-0.03, 0.05, 0.00], [-0.01, -0.03, 0.02], [-0.02, 0.01, 0.00], [0.01, -0.01, -0.01], [-0.01, 0.02, 0.01], [0.06, 0.03, -0.05], [-0.04, 0.00, 0.01], [0.00, -0.01, 0.00], [-0.01, 0.04, 0.03], [0.01, 0.00, 0.02], [-0.01, -0.03, -0.04], [0.01, -0.03, 0.01], [-0.05, 0.00, -0.05], [0.00, 0.05, -0.03], [0.02, -0.02, -0.01], [0.00, 0.03, 0.00], [-0.01, 0.02, 0.02], [0.00, -0.01, 0.00], [-0.01, 0.02, 0.00], [0.00, 0.01, -0.02], [0.03, 0.00, 0.01], [-0.07, -0.02, 0.11], [0.01, 0.02, 0.05], [0.03, -0.01, 0.01], [-0.01, 0.05, 0.02], [-0.01, -0.07, 0.07], [0.03, 0.01, 0.03], [0.01, 0.01, -0.01], [0.01, -0.01, 0.02], [-0.02, 0.00, -0.03], [0.03, 0.01, -0.02], [0.01, 0.00, 0.00], [0.00, 0.01, 0.01], [0.01, 0.01, 0.00], [0.06, 0.04, 0.14], [0.01, -0.01, 0.00], [-0.08, -0.01, 0.04], [-0.06, 0.00, -0.08], [-0.02, 0.01, -0.02], [0.01, -0.01, 0.08], [0.20, 0.06, -0.25], [0.00, 0.00, -0.06], [0.00, -0.02, 0.00], [0.11, 0.02, -0.12], [-0.03, -0.01, -0.05], [-0.02, -0.03, 0.00], [-0.01, -0.02, 0.02], [0.00, 0.00, 0.00], [0.01, -0.03, 0.00], [-0.01, 0.00, 0.00], [0.08, 0.06, 0.03], [-0.02, -0.07, -0.02], [-0.07, 0.10, -0.13], [-0.01, 0.00, 0.02], [-0.11, 0.09, 0.00], [0.03, -0.01, -0.01], [-0.04, 0.02, 0.03], [-0.02, 0.01, 0.00], [-0.01, 0.02, 0.02], [0.01, 0.01, 0.02], [0.00, -0.01, 0.00], [0.03, -0.02, 0.01], [-0.02, -0.03, -0.02], [0.02, 0.02, 0.01], [0.07, 0.04, -0.02], [-0.03, 0.01, -0.04], [0.03, 0.00, -0.03], [-0.05, -0.05, 0.04], [-0.02, 0.00, 0.02], [0.00, -0.01, 0.01], [0.02, 0.01, 0.02], [0.00, -0.02, -0.02], [-0.04, 0.04, -0.01], [-0.01, -0.02, 0.00], [0.03, -0.06, -0.03], [0.02, -0.02, 0.00], [-0.01, -0.05, 0.07], [0.00, 0.02, 0.00], [-0.04, 0.00, 0.04], [-0.05, -0.02, 0.09], [0.06, -0.09, -0.02], [-0.01, -0.10, 0.04]], "mulliken_charge": [-1.22, -0.79, 0.23, -1.01, 0.41, -0.06, 0.08, 0.35, 0.43, -0.37, 0.31, -0.70, 0.30, -0.89, -0.86, 0.48, -1.02, 0.17, 0.54, 0.41, 0.54, 0.50, -0.54, -0.50, 0.23, -0.91, 0.36, 0.01, 0.39, 0.37, 0.58, 0.35, 0.52, 0.47, 0.54, 0.06, 0.51, -0.47, -0.92, -0.97, 0.20, 0.59, -0.20, 0.45, 0.55, 0.50, -1.31, 0.07, 0.32, 0.42, 0.46, 0.65, -0.03, -0.27, -0.80, 0.63, -1.15, 0.80, -0.66, 0.43, 0.39, 0.51, -0.57, 0.59, -0.54, 0.88, 0.41, -0.42, -0.88, 0.45, 0.45, -0.11, 0.09, -0.87, -0.04, 0.20, 0.36, -1.11, 0.38, 0.00, 0.59, 0.36, 0.32]}